{"formula": "C21H39BaNP2", "method": "the ωB97M-V functional and the def2-TZVPD basis", "elements": ["P", "P", "C", "C", "H", "H", "H", "H", "C", "H", "H", "H", "C", "H", "H", "H", "C", "H", "H", "H", "C", "H", "H", "H", "Ba", "C", "C", "C", "C", "C", "C", "C", "C", "C", "H", "H", "H", "H", "H", "H", "H", "H", "H", "H", "H", "H", "H", "H", "H", "C", "C", "C", "C", "C", "C", "N", "H", "H", "H", "H", "H", "H", "H", "H"], "xyz": [[-0.2713, -1.1895, -4.9781], [0.1854, 2.1772, -4.1388], [0.6326, 0.0984, -6.1148], [1.2572, 1.2692, -5.3541], [-0.0602, 0.4465, -6.8983], [1.4276, -0.4745, -6.6262], [2.1894, 0.9647, -4.8421], [1.5707, 2.0447, -6.0708], [-0.7542, 3.2502, -5.3226], [-1.2384, 4.0589, -4.7541], [-1.5529, 2.6859, -5.8312], [-0.0568, 3.6779, -6.0606], [1.2539, 3.5401, -3.4245], [1.1827, 4.4390, -4.0495], [2.3354, 3.2812, -3.4100], [0.8700, 3.8430, -2.4242], [-1.0238, -2.3798, -6.1920], [-1.5049, -3.2268, -5.6827], [-0.2503, -2.8082, -6.8470], [-1.7860, -1.9121, -6.8375], [1.3801, -2.0694, -4.7720], [2.1666, -1.3276, -4.5886], [1.5885, -2.5898, -5.7157], [1.3779, -2.7984, -3.9531], [2.0490, 1.6389, -1.3441], [-1.5509, 1.0230, -3.9121], [-1.8274, -0.0441, -4.9283], [-3.2048, -0.6981, -4.6819], [-3.3284, -1.7711, -3.5418], [-2.1395, -2.5197, -3.1788], [-0.8209, -2.0448, -3.1640], [-0.4420, -0.7410, -2.3495], [-1.3859, 0.4572, -2.5093], [2.1236, -0.6611, 0.0818], [-2.3022, 1.8252, -3.9192], [-1.8709, 0.4048, -5.9360], [-3.5569, -1.1875, -5.6011], [-3.9441, 0.0974, -4.4725], [-3.7488, -1.2690, -2.6522], [-4.0940, -2.4958, -3.8833], [-2.2875, -3.5186, -2.7700], [-0.1255, -2.8536, -2.8446], [0.5999, -0.4402, -2.6195], [-0.3889, -0.9889, -1.2819], [-2.3822, 0.1846, -2.1515], [-1.0603, 1.2835, -1.8362], [3.1766, -0.8919, -0.1837], [1.4729, -1.5339, -0.0956], [2.0314, -0.3024, 1.1272], [-1.7411, 1.1353, 0.6332], [-0.6798, 1.8627, 1.3499], [-0.7149, 2.2803, 2.6985], [0.5238, 2.8912, 2.9688], [1.2797, 2.8082, 1.7727], [2.6664, 3.2692, 1.5284], [0.5256, 2.2225, 0.7720], [-1.3856, 0.1404, 0.2967], [-2.0944, 1.7316, -0.2244], [-2.6139, 0.9725, 1.2928], [-1.5796, 2.1278, 3.3363], [0.8756, 3.3461, 3.8932], [3.0253, 3.8298, 2.4020], [3.3872, 2.4359, 1.3903], [2.7422, 3.9785, 0.6811]], "forces_ev_per_a": [[-1.222, -2.124, -1.375], [-1.515, -1.234, -0.928], [-0.331, -0.511, 0.100], [0.650, 0.704, 0.001], [0.207, 0.004, 0.386], [-0.275, 0.371, 0.196], [-0.349, -0.062, -0.091], [0.114, -0.188, 0.071], [0.042, 0.348, 0.091], [0.144, -0.131, -0.244], [0.486, 0.151, 0.151], [-0.315, 0.009, 0.228], [0.776, 1.418, -0.530], [0.057, -0.058, 0.040], [-0.590, 0.254, 0.034], [0.314, -0.219, -0.573], [0.254, -0.063, -0.565], [0.160, 0.370, 0.108], [-0.197, 0.207, 0.167], [0.349, -0.030, 0.312], [0.706, -0.111, 0.297], [0.090, -0.271, -0.011], [0.133, 0.210, 0.194], [0.153, 0.281, -0.400], [-0.463, -1.059, 2.088], [0.591, 0.061, 0.916], [0.079, 0.266, -0.012], [-0.143, -0.607, 0.288], [-1.325, 0.793, -0.636], [-0.150, -1.057, 0.507], [1.784, 1.875, 0.112], [-0.348, -0.218, 0.333], [-0.379, 0.333, 0.201], [-0.040, 0.580, -0.701], [0.076, -0.116, 0.078], [0.032, -0.185, 0.230], [0.271, 0.194, 0.082], [0.291, -0.172, -0.105], [-0.081, -0.155, -0.107], [0.154, 0.400, 0.326], [-0.073, 0.034, -0.324], [-0.454, 0.731, -0.396], [-0.328, -0.278, -0.053], [0.055, 0.090, -0.195], [0.123, -0.073, 0.257], [-0.109, -0.592, -0.379], [-0.154, -0.379, 0.434], [0.439, 0.140, 0.211], [0.169, -0.299, -0.436], [-0.635, -0.287, -0.233], [1.083, 1.072, 1.455], [-0.189, -0.503, -1.355], [1.128, 0.038, -0.903], [-1.834, -0.044, 0.706], [0.548, 0.273, 0.141], [-0.110, -0.110, 0.225], [-0.270, 0.461, -0.020], [-0.038, -0.394, 0.200], [0.437, 0.067, -0.239], [0.276, 0.098, 0.081], [-0.140, -0.183, -0.196], [-0.013, -0.154, -0.223], [-0.155, 0.229, -0.068], [0.058, -0.192, 0.053]], "homo_energy_ha": [-0.2185, -0.2188], "total_charge": 0, "largest_force_ev_per_a": 2.81, "e_above_lowest_ev": 4.329}

=====

{"formula": "C21H39Br10Cl9O2", "method": "the ωB97M-V functional and the def2-TZVPD basis", "elements": ["C", "Cl", "Cl", "Cl", "H", "C", "Cl", "Cl", "Cl", "H", "C", "Cl", "Cl", "Cl", "H", "C", "C", "C", "O", "C", "H", "H", "H", "H", "H", "H", "H", "H", "C", "C", "C", "O", "C", "H", "H", "H", "H", "H", "H", "H", "H", "Br", "C", "C", "Br", "H", "H", "H", "H", "Br", "C", "C", "Br", "H", "H", "H", "H", "Br", "C", "C", "Br", "H", "H", "H", "H", "Br", "C", "C", "Br", "H", "H", "H", "H", "Br", "C", "C", "Br", "H", "H", "H", "H"], "xyz": [[-9.1409, 14.6099, -10.4217], [-10.0748, 13.8516, -9.0735], [-8.4821, 13.4944, -11.6531], [-7.7752, 15.5922, -9.8476], [-9.8320, 15.2751, -10.9393], [-11.6940, 17.4249, -18.0209], [-12.3701, 18.0264, -16.4410], [-10.3744, 16.2785, -17.7046], [-11.1917, 18.7683, -18.9885], [-12.5031, 17.0031, -18.6173], [-4.2376, 14.6563, -13.1832], [-2.9041, 14.5263, -14.4355], [-3.7265, 15.3789, -11.5983], [-5.1862, 13.1592, -13.0292], [-5.0010, 15.2999, -13.6205], [-10.6854, 12.1402, -20.3316], [-10.1556, 11.3813, -21.5803], [-9.0808, 12.2814, -22.1936], [-9.1512, 13.4945, -21.4376], [-9.6940, 13.2495, -20.1304], [-10.8892, 11.3989, -19.5590], [-11.6440, 12.5242, -20.6804], [-10.9030, 11.0660, -22.3083], [-9.5658, 10.5180, -21.2725], [-9.3545, 12.5187, -23.2216], [-8.0830, 11.8448, -22.1498], [-10.2601, 14.0732, -19.6955], [-8.9168, 12.9631, -19.4219], [-13.3127, 8.0657, -14.7105], [-12.0322, 8.3881, -15.4674], [-12.3862, 9.7136, -16.1325], [-13.7546, 9.6017, -16.5055], [-14.4392, 8.7902, -15.6090], [-13.2917, 8.4498, -13.6906], [-13.6193, 7.0308, -14.5586], [-11.8762, 7.6516, -16.2557], [-11.1477, 8.4779, -14.8368], [-11.7116, 10.1014, -16.8957], [-12.3042, 10.4771, -15.3589], [-14.9407, 7.9952, -16.1610], [-15.1493, 9.2675, -14.9337], [-10.2740, 12.4810, -15.1915], [-8.7298, 13.0330, -16.3152], [-7.4941, 13.1137, -15.3382], [-5.9971, 14.0014, -16.2795], [-9.0244, 14.0244, -16.6595], [-8.5095, 12.3198, -17.1094], [-7.2434, 12.1523, -14.8898], [-7.6951, 13.7497, -14.4761], [-8.7523, 9.9341, -13.0009], [-6.8211, 9.7253, -12.5559], [-6.4679, 8.3272, -11.9487], [-4.6711, 8.2874, -11.1244], [-6.4549, 10.5572, -11.9543], [-6.2662, 9.8864, -13.4801], [-6.3666, 7.6451, -12.7928], [-7.1922, 8.0839, -11.1713], [-2.6783, 14.1391, -20.0408], [-3.1308, 15.9405, -19.3203], [-3.0018, 15.9009, -17.8116], [-3.7306, 17.5635, -17.0810], [-4.1842, 16.0767, -19.5651], [-2.5741, 16.6927, -19.8792], [-1.9958, 15.9100, -17.3920], [-3.5650, 15.0677, -17.3914], [-7.4633, 19.2068, -17.2715], [-7.1710, 18.4717, -15.3932], [-8.1000, 17.2477, -15.2020], [-7.7316, 16.5311, -13.3817], [-7.2851, 19.3550, -14.7649], [-6.1119, 18.2265, -15.3145], [-7.8288, 16.4424, -15.8846], [-9.1582, 17.4286, -15.3908], [-6.1830, 9.5506, -16.1171], [-7.8867, 8.8478, -16.6796], [-7.7268, 7.5684, -17.4853], [-9.4738, 7.2718, -18.3926], [-8.2695, 9.6713, -17.2824], [-8.4250, 8.7272, -15.7395], [-7.5405, 6.6916, -16.8651], [-6.9405, 7.6751, -18.2326]], "forces_ev_per_a": [[0.194, 0.270, -0.365], [0.626, 0.140, -0.692], [-0.500, -0.207, 0.651], [-0.389, -0.140, 0.253], [0.125, -0.165, 0.186], [-0.473, 0.116, 0.692], [0.261, -0.447, -0.779], [-0.547, 0.236, -0.292], [0.547, 0.635, -0.319], [0.200, -0.557, 0.644], [-0.682, 0.908, -0.331], [1.462, 0.055, -1.448], [0.241, 0.826, 1.345], [-1.319, -2.418, 0.563], [0.367, 0.532, 0.040], [-0.861, -1.423, -1.890], [1.373, -0.762, 0.403], [-1.180, 0.806, 0.310], [0.019, 0.782, 0.480], [-0.108, -0.686, -0.032], [0.234, 0.457, 0.412], [-0.138, 0.367, 0.481], [-0.087, 0.091, 0.246], [-0.578, -0.522, 0.164], [0.385, 0.193, -0.075], [0.071, 0.042, 0.028], [0.583, 0.617, -0.499], [0.303, 0.017, -0.012], [-1.284, 0.637, -0.115], [-0.184, -0.316, -0.634], [-0.031, 0.377, 1.585], [0.251, 0.781, -1.041], [1.334, -1.966, 1.467], [0.033, 0.476, -0.071], [0.503, -0.238, -0.427], [0.269, -0.162, 0.077], [-0.004, -0.117, -0.043], [-0.447, -0.538, -0.599], [-0.126, 0.262, 0.258], [-0.307, 0.168, -0.156], [-0.054, 0.565, -0.299], [0.397, 0.029, -0.635], [1.211, 0.251, 1.784], [-1.173, 0.595, -0.525], [-0.690, -0.600, 0.149], [0.232, -0.293, -0.223], [-0.472, 0.094, 0.048], [0.427, -0.043, -0.615], [-0.103, 0.202, -0.285], [1.122, -0.294, 0.361], [1.141, -0.285, 0.188], [-0.236, 1.354, -0.702], [-0.593, 0.253, -0.235], [-0.741, 0.009, 0.454], [-0.389, -0.294, -0.079], [-0.451, -0.333, 0.492], [0.238, -0.399, -0.264], [0.011, 0.646, 0.150], [-0.583, -0.477, -0.030], [0.345, 0.307, 0.116], [-0.191, -0.032, -0.113], [0.089, -0.114, -0.065], [0.288, -0.226, 0.386], [-0.057, -0.355, -0.403], [0.087, 0.218, 0.039], [0.165, -0.480, 0.996], [-0.252, -0.064, -0.808], [0.937, 0.533, 0.078], [-0.394, 0.371, -0.731], [-0.702, -0.383, 0.102], [-0.175, -0.387, -0.347], [0.351, 0.117, 0.098], [0.118, 0.328, 0.628], [0.747, -0.041, -0.017], [0.045, 0.103, 0.003], [-0.422, 0.395, 0.146], [0.652, -0.060, 0.172], [-0.364, -0.366, 0.086], [-0.309, -0.049, -0.389], [-0.062, 0.162, -0.087], [-0.322, -0.087, -0.091]], "homo_energy_ha": [-0.0158, -0.2416], "total_charge": -1, "largest_force_ev_per_a": 2.81, "multiplicity": 2}